# 1
2 unconnected molecules or ions with the total composition C4H12N2S. Source: the Open Molecules 2025 dataset; level of theory: ωB97M-V with the def2-TZVPD basis set.

As for the multiplicity: 1. The energy above the lowest of the compared OMol25 structures with the same formula, charge and spin is 2.879 eV. For the HOMO energy, the calculation gives -5.806 eV. Its energy is -18155.139 eV. Its LUMO energy is -0.68 eV. The max |F| comes out at 0.6 eV Å⁻¹.

Last column: Mulliken charge in e.
Cartesian coordinates (Å):
C1 -0.0937 1.3507 -2.2309  -0.975
C2 -0.8194 2.3034 -1.2788  -0.442
S1 -1.2550 1.5840 0.3224  -0.619
H1 -0.7464 0.5537 -2.5733  0.234
H2 0.7988 0.9126 -1.7977  0.206
H3 0.2280 1.8900 -3.1216  0.374
H4 -1.6896 2.6825 -1.8342  0.257
H5 -0.1659 3.1615 -1.1061  0.227
C3 0.1468 -1.2036 2.0419  -0.233
C4 0.6970 -1.0649 0.8418  -0.095
N1 0.8776 -2.2764 0.0147  -0.270
N2 -0.2155 -0.1503 2.8191  -0.438
H6 0.0176 -2.1948 2.4667  0.198
H7 0.8275 -0.1350 0.3100  0.160
H8 1.7999 -2.2752 -0.4333  0.375
H9 0.8154 -3.1195 0.5863  0.342
H10 0.1835 -2.3360 -0.7278  0.342
H11 -0.4502 0.6740 2.2265  0.075
H12 -0.9563 -0.3570 3.4742  0.280

=====

# 2
A molecular structure, C32H50I2N8O6P2STl. Source: the Open Molecules 2025 dataset; level of theory: ωB97M-V with the def2-TZVPD basis set.

As for the total charge: -1. As for the multiplicity: 1. The energy above the lowest of the compared OMol25 structures with the same formula, charge and spin is 2.781 eV. For the HOMO energy (spin up / spin down), the calculation gives -4.366 / -4.369 eV. Its energy is -108511.618 eV. Its LUMO energy (spin up / spin down) is -0.13 / 1.35 eV. The max |F| comes out at 0.3 eV Å⁻¹.

Last column: Mulliken charge in e.
Cartesian coordinates (Å):
Tl1 -0.2417 1.4849 -0.0790  1.050
I1 -6.1760 -4.3675 -0.7010  0.114
C1 -4.5405 -3.1597 -1.1204  -1.021
C2 -4.1094 -3.0385 -2.4122  -0.147
C3 -3.0567 -2.1737 -2.7263  -0.649
I2 -2.3703 -2.0666 -4.6733  0.128
C4 -2.5414 -1.1758 -1.7892  -1.188
O1 -1.8195 -0.2748 -2.1612  -0.018
C5 -3.0506 -1.2359 -0.3401  2.037
C6 -3.9602 -0.0030 -0.1192  -1.613
N1 -3.8208 0.5279 1.2161  0.135
C7 -4.6820 1.6634 1.5200  -1.199
C8 -4.1812 2.9162 0.8476  0.881
C9 -3.3390 3.7983 1.5152  -0.681
C10 -2.8534 4.9034 0.8409  -0.190
C11 -3.2320 5.0939 -0.4790  -0.437
C12 -4.0778 4.1670 -1.0593  -0.319
N2 -4.5547 3.0982 -0.4200  -0.462
C13 -3.8029 -2.5495 0.0087  -0.006
H1 -4.5855 -3.5984 -3.2059  0.436
H2 -3.7050 0.7859 -0.8245  0.584
H3 -4.9969 -0.3122 -0.3494  0.164
H4 -3.8995 -0.1850 1.9290  0.209
H5 -5.7286 1.5071 1.2149  0.375
H6 -4.6526 1.7974 2.6019  0.512
H7 -3.0399 3.5927 2.5350  0.279
H8 -2.1670 5.5898 1.3186  0.422
H9 -2.8498 5.9265 -1.0521  0.374
H10 -4.3856 4.2755 -2.0943  0.406
H11 -4.4727 -2.3375 0.8457  0.769
C14 0.4953 -4.0780 0.6006  -0.968
N3 0.5503 -3.1689 1.7210  0.981
C15 1.3817 -3.6714 2.7928  -1.310
P1 1.5633 0.2284 3.1276  -0.873
O2 0.7648 1.2512 2.3457  -0.380
O3 2.9075 -0.2256 2.0672  -0.303
P2 3.0145 -0.2895 0.5138  0.210
O4 1.7610 -0.4325 -0.2615  -0.170
N4 4.0224 -1.5924 0.2144  0.539
C16 3.8713 -2.3798 -0.9868  -1.019
C17 5.3449 -1.6185 0.7985  -1.194
N5 3.9798 1.0348 0.1592  0.261
C18 4.4733 1.0947 -1.2104  -0.716
C19 3.5362 2.3507 0.6276  -0.674
N6 2.6098 1.1963 4.1401  0.373
C20 2.0741 2.4208 4.6883  -0.942
C21 3.4294 0.4581 5.0689  -1.008
H12 -0.0493 -5.0178 0.8120  0.271
H13 1.5163 -4.3417 0.3247  0.372
H14 0.0514 -3.5831 -0.2641  0.093
H15 1.0752 -4.6655 3.1599  0.386
H16 1.3755 -2.9624 3.6221  0.365
H17 2.4086 -3.7391 2.4286  0.294
H18 2.9070 -2.1613 -1.4406  0.141
H19 3.9241 -3.4516 -0.7600  0.246
H20 4.6652 -2.1594 -1.7163  0.350
H21 5.3827 -0.9518 1.6572  0.248
H22 6.1125 -1.2999 0.0787  0.287
H23 5.5943 -2.6316 1.1337  0.344
H24 4.8255 0.1126 -1.5301  0.252
H25 5.3192 1.7871 -1.2509  0.377
H26 3.7030 1.4411 -1.9072  0.017
H27 3.0891 2.2687 1.6153  0.006
H28 2.8099 2.8106 -0.0512  0.345
H29 4.4053 3.0117 0.6920  0.349
H30 1.4249 2.8900 3.9519  0.164
H31 2.8875 3.1150 4.9284  0.314
H32 1.4955 2.2580 5.6152  0.358
H33 3.7878 -0.4600 4.5999  0.196
H34 2.8947 0.1819 5.9948  0.314
H35 4.3057 1.0484 5.3597  0.340
C22 1.6170 0.1650 -6.2858  -1.127
C23 1.9448 0.9996 -5.0571  -0.509
S1 0.7416 0.7370 -3.7244  0.519
O5 1.3240 1.3954 -2.5219  -0.664
C24 -0.5577 1.8617 -4.3199  -0.093
C25 -0.2256 3.3203 -4.0472  -1.030
H36 2.4362 0.1983 -7.0048  0.404
H37 0.7184 0.5243 -6.7899  0.269
H38 1.4509 -0.8784 -6.0113  0.276
H39 2.0027 2.0668 -5.2719  0.265
H40 2.8878 0.6939 -4.6020  0.372
H41 -1.4448 1.5506 -3.7675  0.022
H42 -0.7193 1.6374 -5.3778  0.431
H43 -0.0265 3.4864 -2.9863  0.148
H44 -1.0718 3.9436 -4.3428  0.397
H45 0.6480 3.6550 -4.6090  0.287
N7 -1.8972 -1.2197 0.5798  -0.016
C26 -1.7074 -2.3807 1.0423  -1.161
C27 -2.6488 -3.4567 0.5366  1.406
C28 -3.0206 -4.4570 1.5710  -1.166
C29 -2.4614 -4.3972 2.8365  -0.628
C30 -1.4371 -3.5339 3.1705  -1.019
C31 -0.7477 -2.6343 2.1728  0.919
H46 -2.1958 -3.9444 -0.3365  0.286
H47 -3.7434 -5.2231 1.3219  0.389
H48 -2.8243 -5.0855 3.5929  0.407
H49 -1.0348 -3.5496 4.1747  0.538
H50 -0.5392 -1.6602 2.6274  -0.134
O6 0.7853 6.2692 0.1211  -0.769
C32 0.5808 5.1419 -0.2689  0.458
N8 0.3682 4.0459 -0.6705  -0.658

=====

# 3
2 unconnected molecules or ions with the total composition C4H7IO in a non-equilibrium geometry. Source: the Open Molecules 2025 dataset; level of theory: ωB97M-V with the def2-TZVPD basis set.

Its SMILES is C=CCC=O.I. As for the multiplicity: 1. The energy above the lowest of the compared OMol25 structures with the same formula, charge and spin is 1.540 eV. For the HOMO energy, the calculation gives -9.750 eV. Its energy is -14407.693 eV. Its LUMO energy is 0.21 eV. The max |F| comes out at 4.0 eV Å⁻¹.

Last column: Mulliken charge in e.
Cartesian coordinates (Å):
C1 -0.5647 -0.3687 1.8020  -0.769
C2 -0.2397 -1.3603 0.9684  -0.067
C3 -1.0229 -1.8562 -0.2458  -0.522
C4 -2.0802 -2.8783 -0.1378  0.110
O1 -3.1694 -2.8490 -0.6563  -0.448
H1 -1.3873 0.3325 1.6186  0.241
H2 0.0170 -0.0057 2.6010  0.294
H3 0.6699 -1.8572 1.2270  0.327
H4 -1.4977 -0.9232 -0.7320  0.250
H5 -0.2663 -2.2633 -0.8723  0.300
H6 -1.9479 -3.8482 0.5687  0.284
I1 4.3749 0.4060 -0.2095  -0.090
H7 3.6304 -0.9388 -0.8463  0.089

=====

# 4
2 unconnected molecules or ions with the total composition C3H12NO2 in a non-equilibrium geometry. Source: the Open Molecules 2025 dataset; level of theory: ωB97M-V with the def2-TZVPD basis set.

As for the total charge: +1. As for the multiplicity: 1. The energy above the lowest of the compared OMol25 structures with the same formula, charge and spin is 0.654 eV. For the HOMO energy, the calculation gives -14.731 eV. Its energy is -8884.220 eV. Its LUMO energy is -3.18 eV. The max |F| comes out at 2.8 eV Å⁻¹.

Last column: Mulliken charge in e.
Cartesian coordinates (Å):
C1 0.7147 -0.0099 1.2725  -0.739
C2 0.5039 -1.1655 0.2576  0.327
C3 -0.9432 -1.5371 -0.0063  -1.087
O1 1.0014 -0.5725 -1.0475  -0.604
N1 0.8497 1.3145 0.6010  -0.223
H1 -0.0480 0.1279 2.0643  0.377
H2 1.6742 -0.1718 1.7919  0.340
H3 1.2653 -1.9466 0.4016  0.411
H4 -1.4655 -1.8866 0.8993  0.363
H5 -0.9387 -2.3069 -0.7778  0.392
H6 -1.5543 -0.6400 -0.2051  0.171
H7 1.1695 -1.2496 -1.7105  0.323
H8 0.0103 1.5654 0.0142  0.225
H9 1.5755 1.2548 -0.1103  0.387
H10 0.9557 2.1264 1.2060  0.389
H11 -1.1983 1.7319 -2.2202  0.285
H12 -2.2501 1.8030 -1.1541  0.306
O2 -1.3221 1.5626 -1.2762  -0.643